A molecular structure, C20H19N3O5S2 at a distorted geometry, computed with ωB97M-V/def2-TZVPD.

The energy relative to the best compared isomer or geometry (same formula, charge and spin) is 447.6 kcal/mol. The total energy is -2109.67999 Ha. Its HOMO energy is -7.90 eV. Its spin multiplicity is 1. The HOMO-LUMO gap is 6.19 eV.

Each line ends with the Löwdin charge.
CARTESIAN COORDINATES (ANGSTROEM)
C 2.14 2.75 1.27  0.035
H 1.13 2.57 0.61  0.123
H 1.78 2.36 2.32  0.132
H 2.48 3.71 1.10  0.041
O 3.13 1.85 0.50  -0.097
C 3.12 0.63 0.88  -0.663
O 2.26 0.26 1.53  0.129
C 4.21 -0.33 0.23  -0.151
C 4.04 -1.82 0.27  -0.490
H 3.63 -2.04 1.27  0.087
H 5.01 -2.37 0.19  0.099
S 2.85 -2.41 -0.93  0.947
C 1.20 -2.07 -0.16  -0.309
C 1.12 -2.85 1.30  0.104
C -0.04 -2.77 1.90  -0.267
C -0.98 -1.73 1.69  0.148
C -0.97 -0.98 0.39  -0.080
N -1.70 -0.13 -0.14  -0.113
N -1.31 0.06 -1.24  0.186
C 0.00 -0.37 -1.37  -0.148
C 0.24 -1.34 -0.43  -0.196
C 0.97 -0.12 -2.51  -0.489
O 0.20 0.13 -3.71  -0.172
C -0.12 1.61 -3.67  -0.326
H -0.60 1.47 -4.82  0.205
C 0.95 2.31 -3.40  -0.477
H 0.75 3.40 -3.09  0.140
H 1.65 2.37 -4.18  0.063
S 2.02 1.38 -2.23  0.999
H -1.03 1.75 -3.03  0.121
H 1.45 -1.15 -2.79  0.127
C -2.98 0.19 0.15  -0.206
C -3.97 0.52 -0.66  -0.059
C -5.19 1.09 -0.45  -0.029
C -5.44 1.31 0.95  -0.003
C -4.50 0.93 2.14  0.029
C -3.31 0.41 1.50  -0.013
H -2.43 0.58 2.52  0.202
H -4.67 1.22 3.04  0.013
H -6.28 1.63 1.42  0.044
H -5.99 1.39 -1.03  0.088
H -3.53 0.46 -1.57  0.088
H -1.85 -1.74 2.25  0.064
N -0.10 -3.34 3.11  -0.140
O 0.89 -4.29 3.47  -0.011
O -1.29 -3.28 3.85  -0.020
H 1.81 -3.39 1.51  0.000
H 4.19 0.27 -0.79  0.123
H 5.09 -0.10 0.85  0.119